Computed, not measured: C5H8Br6Cl6 as an isolated structure at a distorted geometry, with the ωB97M-V functional and the def2-TZVPD basis.

The geometry in XYZ format:
```
25
Properties=species:S:1:pos:R:3
C 0.7655 -0.2637 2.7097
Cl -1.0176 0.0219 2.4927
Cl 0.9887 -1.2785 4.2102
H 1.2084 -0.8110 1.8777
H 1.2809 0.6883 2.8370
C -0.9010 -2.9455 -0.3355
Cl -2.4867 -2.8881 -1.1600
Cl -1.0224 -2.6377 1.4060
H -0.3856 -3.8632 -0.6187
H -0.2178 -2.1985 -0.7396
C 1.5868 -0.2509 -0.5512
Cl 1.9047 0.4462 -2.1379
Cl 1.6281 1.0727 0.7133
H 0.5622 -0.6131 -0.6362
H 2.2884 -1.0303 -0.2539
C -2.4630 0.0460 0.4466
Br -2.6392 1.8474 1.3468
Br -0.9458 -0.2030 -0.7028
Br -4.1768 -0.4499 -0.4911
H -2.3735 -0.6926 1.2432
C 1.2143 3.0843 -2.2792
Br 0.6713 3.2396 -4.1909
Br 0.4823 4.5971 -1.2144
Br 3.1678 2.9747 -2.0428
H 0.8799 2.1078 -1.9288
```

E_HOMO: -0.357 Eh
M: 760.3 g mol⁻¹
electronic energy: -18400.2574 hartree
energy relative to the best compared isomer or geometry (same formula, charge and spin): 659.6 kJ/mol